## w
The following is a quantum chemistry calculation of a cluster of 2 separate species, C4H7OP in total, from the Open Molecules 2025 dataset.

Last column: Mulliken charge in e.
Geometry (Å):
1 C 0.43608 -3.07351 -0.85996  0.2033
2 C 0.55350 -1.89454 -1.16191  -0.6019
3 C 1.65192 0.69568 -0.03288  -0.8969
4 C -2.05383 0.46170 0.26573  -0.9959
5 O 0.72277 0.55442 -2.52374  -0.5846
6 P 0.46810 -0.08008 -1.21666  0.4944
7 H 0.65595 -4.08774 -0.69268  0.4074
8 H 1.57829 0.36864 1.03521  0.3124
9 H 2.71981 0.28226 -0.19852  0.3210
10 H 1.51159 1.67384 -0.18583  0.3089
11 H -2.58118 0.60164 -0.61780  0.3607
12 H -1.90306 -0.48969 0.68380  0.3954
13 H -1.79065 1.45774 0.78571  0.2757

Calculated values
Orbital gap (spin up / spin down), eV: 8.15 / 7.98
Net charge: 0
2S+1: 1
HOMO (spin up / spin down), eV: -8.341 / -8.894

=====

## x
The following is a quantum chemistry calculation of the molecule C4H7OP, from the Open Molecules 2025 dataset.

Last column: Mulliken charge in e.
Geometry (Å):
1 C -0.18117 -0.89051 0.65705  -0.5176
2 C -0.40405 0.29752 -1.67551  -0.6654
3 C 0.49035 1.26421 1.25616  -0.5090
4 C 0.34106 -0.66303 -0.83436  -0.0714
5 O -0.52991 0.36030 1.17466  -0.3643
6 P 1.20908 1.03709 -1.09793  0.0088
7 H -1.05853 -1.57382 0.75249  0.2522
8 H 0.51546 -1.30246 1.36597  0.3374
9 H -0.51578 0.04414 -2.75155  0.3102
10 H -1.25677 0.82779 -1.22333  0.2469
11 H 0.23363 2.37292 1.38001  0.2981
12 H 1.50198 1.18884 1.76762  0.2968
13 H 0.54239 -1.69487 -1.16549  0.3773

Calculated values
Orbital gap, eV: 8.78
Net charge: 0
2S+1: 1
HOMO, eV: -8.045

=====

## y
The following is a quantum chemistry calculation of a cluster of 2 separate species, C4H7OP in total, from the Open Molecules 2025 dataset.

Last column: Mulliken charge in e.
Geometry (Å):
1 C -0.84269 0.99151 0.31517  -0.2731
2 C 0.39434 1.46422 0.16640  -0.2551
3 C -1.10989 -0.45697 0.02437  -0.6676
4 C 0.13616 -1.18558 0.50178  -0.7131
5 O 2.74956 -0.35635 0.06212  -0.5475
6 P 1.40688 -0.03688 -0.28461  0.2080
7 H -1.71144 1.60291 0.47791  0.3620
8 H 0.66232 2.51149 0.14503  0.4070
9 H -1.84015 -0.66108 0.68132  0.3450
10 H -1.47946 -0.65662 -0.92697  0.3912
11 H 0.29581 -1.31080 1.50559  0.4100
12 H 0.38292 -2.10019 -0.01661  0.3014
13 H 0.95565 0.19436 -2.65151  0.0318

Calculated values
Orbital gap (spin up / spin down), eV: 8.37 / 8.08
Net charge: 0
2S+1: 1
HOMO (spin up / spin down), eV: -9.069 / -8.677

=====

Of them, x has the highest stability.

=====

## w
The following is a quantum chemistry calculation of the ion C4H6N3O2 with charge -1, from the Open Molecules 2025 dataset.

Last column: Mulliken charge in e.
Geometry (Å):
1 C -1.11632 -0.74313 -0.52272  -0.8293
2 N -0.67751 0.33025 0.26004  0.0022
3 C 0.70102 0.32866 0.73255  -0.4212
4 C 1.12215 1.80393 0.56114  -0.3269
5 N 0.15821 2.50985 0.06739  -0.7871
6 N -0.92410 1.77390 -0.12489  0.4934
7 C -2.23057 2.34105 -0.33424  0.5548
8 O -2.11684 3.55858 -0.39952  -0.7007
9 O -3.13329 1.52153 -0.33942  -0.7035
10 H -2.03502 -0.38601 -0.98264  0.3319
11 H -0.56440 -0.99734 -1.50661  0.3110
12 H -1.21112 -1.76431 -0.00068  0.2333
13 H 1.23453 -0.33056 -0.01235  0.1857
14 H 0.66260 -0.17408 1.79209  0.2007
15 H 2.01714 2.13141 0.95928  0.4556

Calculated values
Orbital gap, eV: 7.26
Net charge: -1
2S+1: 1
HOMO, eV: -3.374
SMILES string: CN1CC=NN1C(=O)[O-]

=====

## x
The following is a quantum chemistry calculation of a cluster of 2 separate species, C4H6N3O2 in total, from the Open Molecules 2025 dataset.

Last column: Mulliken charge in e.
Geometry (Å):
1 C 1.35863 1.55473 0.06857  -0.5740
2 C -0.58694 1.55818 -3.49323  0.7645
3 C -0.08072 1.01838 0.21598  -0.4268
4 C -0.16921 -1.35408 -0.65236  -0.8267
5 N 1.73671 1.24692 -1.14798  -0.4201
6 N 0.98900 0.47093 -1.79979  -0.5542
7 N -0.13879 0.09036 -0.84384  0.2110
8 O 0.12764 2.48949 -3.60572  -0.4340
9 O -1.48131 0.81134 -3.63194  -0.4281
10 H 1.79460 2.25340 0.63516  0.5024
11 H -0.22324 0.49703 1.21207  0.2777
12 H -0.74122 1.95807 0.13085  0.1359
13 H -0.24485 -1.73571 -1.70800  0.2757
14 H 0.81673 -1.79812 -0.09769  0.1826
15 H -0.99794 -1.57931 0.07521  0.3141

Calculated values
Orbital gap, eV: 5.61
Net charge: -1
2S+1: 1
HOMO, eV: -1.815

=====

Of them, w has the highest stability.

=====

## w
The following is a quantum chemistry calculation of the ion C7H13N4 with charge +1, from the Open Molecules 2025 dataset.

Last column: Mulliken charge in e.
Geometry (Å):
1 C -0.34797 -1.06781 -0.03315  0.6435
2 C 1.66026 -0.00308 0.58348  0.0083
3 C -1.17946 0.10140 0.15244  0.0491
4 C 2.93213 -0.05130 0.94626  -0.9546
5 C 0.28192 -3.43865 -0.09249  -0.7670
6 C -3.48332 0.96706 0.28322  -0.6541
7 C 1.19913 1.71596 -1.23124  -1.0271
8 N -0.37437 -2.23761 -0.22567  -0.0264
9 N -2.42745 0.02203 0.17485  -0.3866
10 N -0.43540 1.27420 0.44825  -0.3448
11 N 0.99563 1.31283 0.16323  0.2176
12 H 3.58817 0.72841 0.93978  0.3539
13 H 3.28134 -0.94441 1.29658  0.2930
14 H 0.10640 -4.02210 0.78296  0.3259
15 H 1.40211 -3.50540 -0.26430  0.3088
16 H 0.02796 -4.02312 -0.99698  0.3308
17 H -4.42007 0.75939 -0.26766  0.2533
18 H -3.03110 1.88818 -0.12522  0.2410
19 H -3.71010 0.86078 1.37016  0.2972
20 H 2.04114 1.45611 -1.76840  0.3464
21 H 0.42660 1.34450 -1.76113  0.4491
22 H 1.04039 2.76912 -1.21048  0.4223
23 H -0.88799 2.11819 0.08711  0.3285
24 H 1.31407 1.97529 0.74841  0.2917

Calculated values
Orbital gap (spin up / spin down), eV: 8.53 / 8.53
Net charge: +1
2S+1: 1
HOMO (spin up / spin down), eV: -12.395 / -12.394

=====

## x
The following is a quantum chemistry calculation of a cluster of 2 separate species, C7H13N4 in total, from the Open Molecules 2025 dataset.

Last column: Mulliken charge in e.
Geometry (Å):
1 C -1.65946 -0.84692 2.24626  -0.7011
2 C 0.41999 -1.09457 0.90288  -0.7747
3 C -2.10940 -0.02090 1.26671  -0.2492
4 C -0.33393 -1.28608 2.11976  0.8570
5 C -0.19320 -0.51890 -0.23582  -0.0535
6 C 1.80516 1.36206 -1.00337  -0.5125
7 C 0.16853 -0.33582 -1.61718  -0.2826
8 N -1.46489 0.18671 0.11046  -0.0663
9 N 0.30538 -1.96188 3.06545  -0.4200
10 N 1.63306 2.20803 -2.00639  -0.3667
11 N -0.53753 0.39617 -2.49891  -0.5361
12 H -2.09524 -0.75419 3.21267  0.3147
13 H 1.26054 -1.75525 0.69927  0.2901
14 H -3.03965 0.55338 1.49366  0.3525
15 H 1.28320 1.55236 -0.09116  0.3865
16 H 2.69974 0.84766 -1.06651  0.3645
17 H 0.92106 -0.93630 -1.98375  0.5669
18 H -1.89369 0.40049 -0.75950  0.2845
19 H -0.09211 -1.87363 4.03044  0.2372
20 H 0.84788 -2.77189 2.82849  0.2395
21 H 1.14318 3.19067 -1.96310  0.3035
22 H 1.90031 1.98938 -2.99771  0.2373
23 H -0.32213 0.07733 -3.44636  0.2936
24 H -0.64681 1.39208 -2.30629  0.2351

Calculated values
Orbital gap (spin up / spin down), eV: 7.01 / 7.02
Net charge: +1
2S+1: 1
HOMO (spin up / spin down), eV: -10.381 / -10.382

=====

Of them, x has the highest stability.

=====

## w
The following is a quantum chemistry calculation of a structure of composition C19H37BrIrNOS2Si, from the Open Molecules 2025 dataset.

Last column: Mulliken charge in e.
Geometry (Å):
1 Ir -0.34966 0.39294 1.04973  0.7858
2 S 1.79541 -0.64543 0.84124  -0.1184
3 C 1.70970 -0.59043 2.56894  0.6599
4 C 2.63290 -1.06797 3.48374  -0.6125
5 C 2.34317 -0.90294 4.83433  -0.1932
6 C 1.17411 -0.25877 5.21595  -0.5916
7 C 0.29042 0.20316 4.24361  -0.1456
8 N 0.55114 0.02742 2.95153  -0.4044
9 H 3.53574 -1.55964 3.14863  0.4587
10 H 3.02641 -1.27882 5.58436  0.4569
11 H 0.93361 -0.11409 6.25980  0.4324
12 H -0.63388 0.70329 4.49818  0.5002
13 C -2.08534 7.08884 -0.55847  -1.5269
14 C -1.74604 5.62538 -0.88474  2.1478
15 C -2.82075 4.72598 -0.22410  -1.8474
16 C -1.78753 5.40776 -2.39760  -1.8632
17 Si -0.09804 5.11737 -0.06107  -0.2297
18 Br 0.07885 2.76031 -0.24289  -0.3578
19 C 0.36022 5.59117 1.72890  2.1221
20 C -0.94766 5.33581 2.51585  -1.8632
21 C 1.47470 4.74209 2.34903  -1.7640
22 C 0.72604 7.07784 1.85790  -1.6895
23 C 1.67296 5.69696 -1.53151  1.4471
24 C 1.32291 7.13363 -1.74661  -1.4296
25 C 2.87397 5.42509 -0.68298  -1.4871
26 C 1.49523 4.79420 -2.71265  -1.4414
27 H -3.08256 7.29165 -0.95689  0.5151
28 H -1.41210 7.80256 -1.02631  0.3178
29 H -2.13160 7.28729 0.51096  0.3380
30 H -3.75677 4.93080 -0.74833  0.5322
31 H -2.98838 4.95784 0.82330  0.3629
32 H -2.61859 3.65942 -0.33034  0.4070
33 H -2.82770 5.49746 -2.71631  0.5970
34 H -1.43515 4.42249 -2.70757  0.3844
35 H -1.23108 6.17317 -2.93700  0.3267
36 H -1.34526 4.32566 2.38743  0.3411
37 H -1.72560 6.06005 2.28059  0.3828
38 H -0.70785 5.46386 3.57352  0.5992
39 H 1.33198 3.66958 2.20305  0.2817
40 H 1.46836 4.92949 3.42483  0.5338
41 H 2.46310 5.01524 1.99414  0.3405
42 H -0.03121 7.74889 1.45803  0.3345
43 H 1.68813 7.31261 1.40555  0.3186
44 H 0.82228 7.30686 2.92200  0.5303
45 H 1.31852 7.73866 -0.84352  0.3012
46 H 0.41768 7.27768 -2.32910  0.3297
47 H 2.14384 7.53177 -2.36714  0.5124
48 H 3.01826 6.16318 0.09971  0.3348
49 H 3.73076 5.51370 -1.36666  0.5788
50 H 2.91564 4.41301 -0.28059  0.3015
51 H 0.64208 5.04448 -3.33140  0.3450
52 H 1.49983 3.73427 -2.46963  0.3057
53 H 2.39422 4.96061 -3.32474  0.5083
54 C -4.48770 -1.05041 0.39469  -0.9704
55 S -3.25309 -0.45229 -0.73982  0.5128
56 C -2.99777 -1.90675 -1.73419  -0.9945
57 O -1.95902 -0.37753 0.12085  -0.2301
58 H -4.12888 -1.95158 0.88864  0.3657
59 H -5.37806 -1.26459 -0.19916  0.4303
60 H -4.70957 -0.25856 1.10647  0.3387
61 H -3.89918 -2.04610 -2.33282  0.4293
62 H -2.80980 -2.76747 -1.09562  0.3622
63 H -2.15674 -1.70485 -2.39433  0.3493

Calculated values
Orbital gap (spin up / spin down), eV: 8.73 / 6.53
Net charge: +3
2S+1: 6
HOMO (spin up / spin down), eV: -17.230 / -18.111

=====

## x
The following is a quantum chemistry calculation of a structure of composition C19H37BrIrNOS2Si, from the Open Molecules 2025 dataset.

Last column: Mulliken charge in e.
Geometry (Å):
1 Ir -0.05554 -3.06120 0.43573  0.8964
2 S 2.29308 -3.92421 0.36523  -0.1244
3 C 2.11603 -3.74782 2.07547  0.6520
4 C 3.13579 -3.91706 3.00722  -0.5916
5 C 2.80821 -3.80299 4.35150  -0.1962
6 C 1.48673 -3.56926 4.71013  -0.5753
7 C 0.52413 -3.38723 3.71765  -0.1847
8 N 0.84240 -3.43697 2.43097  -0.3679
9 H 4.13932 -4.14183 2.67399  0.4491
10 H 3.57494 -3.91090 5.10686  0.4640
11 H 1.19136 -3.52971 5.74904  0.4235
12 H -0.51145 -3.20786 3.97352  0.4791
13 C -1.83698 3.68040 -1.45279  -1.5176
14 C -1.53286 2.17905 -1.38758  2.2241
15 C -2.53349 1.47958 -0.45269  -1.6440
16 C -1.63847 1.54267 -2.77364  -1.8113
17 Si 0.25009 1.98133 -0.56835  -1.3339
18 Br 0.31431 -0.88406 -0.55512  -0.1440
19 C 0.63373 2.17423 1.33575  2.2059
20 C -0.52855 1.52249 2.10771  -1.6808
21 C 1.93956 1.49189 1.76076  -1.7771
22 C 0.69186 3.67251 1.67409  -1.5482
23 C 1.91101 2.29344 -1.91629  1.7066
24 C 2.01582 3.79318 -2.02276  -1.3323
25 C 3.09801 1.65049 -1.24146  -1.4443
26 C 1.54102 1.61321 -3.20803  -1.4612
27 H -2.85523 3.80331 -1.82951  0.4417
28 H -1.17477 4.21588 -2.13414  0.3611
29 H -1.79214 4.15952 -0.47301  0.3775
30 H -3.50204 1.48459 -0.95609  0.6106
31 H -2.66235 2.00870 0.48711  0.2845
32 H -2.26510 0.44204 -0.25487  0.3252
33 H -2.69364 1.50148 -3.04897  0.5825
34 H -1.25303 0.52272 -2.79050  0.3628
35 H -1.14819 2.13503 -3.54102  0.3438
36 H -0.70723 0.49119 1.80360  0.3219
37 H -1.45021 2.09089 2.01646  0.3217
38 H -0.26113 1.51842 3.16570  0.6026
39 H 2.00551 0.46592 1.39805  0.3299
40 H 1.96729 1.46494 2.85108  0.5914
41 H 2.81718 2.04713 1.43952  0.3097
42 H -0.23665 4.19097 1.42973  0.3634
43 H 1.51773 4.18190 1.17573  0.3807
44 H 0.85092 3.77284 2.74959  0.4466
45 H 2.21129 4.28464 -1.06818  0.3336
46 H 1.15189 4.25684 -2.49995  0.3719
47 H 2.88184 4.00830 -2.66471  0.4366
48 H 3.46807 2.23019 -0.40057  0.3125
49 H 3.90752 1.61216 -1.98025  0.5678
50 H 2.90945 0.61924 -0.93793  0.3314
51 H 0.78129 2.15058 -3.76564  0.2975
52 H 1.24442 0.57176 -3.07000  0.3372
53 H 2.43650 1.59908 -3.84152  0.5543
54 C -4.29275 -3.88167 -0.57032  -0.9423
55 S -2.86853 -3.85451 -1.66800  0.4606
56 C -2.86517 -5.56956 -2.18973  -1.0190
57 O -1.67582 -3.75078 -0.70523  -0.3847
58 H -4.13197 -4.61814 0.21448  0.3607
59 H -5.17803 -4.12993 -1.15610  0.4116
60 H -4.41100 -2.88563 -0.14925  0.3088
61 H -3.63876 -5.67667 -2.95091  0.4226
62 H -3.06422 -6.23478 -1.35210  0.3477
63 H -1.89296 -5.78192 -2.62944  0.3678

Calculated values
Orbital gap (spin up / spin down), eV: 7.60 / 4.74
Net charge: +3
2S+1: 6
HOMO (spin up / spin down), eV: -16.949 / -17.464

=====

Of them, w has the highest stability.